The following is a quantum chemistry calculation of a molecular structure, C21H17N2O6Sm, from the OMol25 dataset.

Summary:
- Lowest unoccupied orbital energy (spin up / spin down): -0.0299 / -0.0263 Eh

The geometry in ORCA input format:
```
! RIJCOSX wB97M-V def2-TZVPD def2/J DEFGRID3
* xyz 0 6
Sm -1.06 -1.31 0.47
O -0.83 3.38 1.03
C -1.07 2.15 0.59
O -0.77 1.15 1.22
C -1.79 2.05 -0.70
C -2.04 3.09 -1.58
C -2.60 2.80 -2.82
C -2.84 1.44 -3.12
C -2.60 0.44 -2.15
N -2.10 0.78 -0.96
C -2.98 -1.00 -2.22
O -3.71 -1.33 -3.16
O -2.61 -1.72 -1.22
H -0.41 3.24 1.89
H -1.76 4.10 -1.38
H -2.87 3.58 -3.51
H -3.16 1.12 -4.14
C 1.59 1.18 -3.56
C 2.12 1.71 -2.37
C 1.94 0.99 -1.18
C 1.37 -0.34 -1.15
C 1.00 -0.90 -2.37
C 1.05 -0.08 -3.50
N 1.17 -1.02 0.02
C 2.25 -1.06 0.99
C 2.08 -0.62 2.34
C 3.07 -0.93 3.24
C 4.30 -1.57 2.85
C 4.45 -1.86 1.47
C 3.40 -1.67 0.62
H 1.80 1.74 -4.46
H 2.70 2.66 -2.32
H 2.28 1.46 -0.26
H 0.62 -1.91 -2.36
H 0.68 -0.52 -4.43
H 1.18 -0.09 2.65
H 2.93 -0.68 4.23
H 5.02 -1.72 3.64
H 5.34 -2.32 1.04
H 3.62 -1.88 -0.45
C -3.38 -2.23 4.46
O -2.87 -1.03 3.77
C -2.16 -1.20 2.68
O -1.82 -2.40 2.32
H -4.00 -1.99 5.25
H -2.59 -2.83 4.81
H -3.93 -2.88 3.78
*
```

Löwdin atomic charge list, values in e, 6 entries: Sm 1.83; O 0.16; C -0.43; O -0.02; C -0.18; C 0.01